Density functional theory data (ωB97M-V/def2-TZVPD) for C6H12O as an isolated structure.

Geometry (Å):
C -1.0683 -0.7328 -0.6572
C -0.7455 0.6364 0.1152
C -1.9190 1.2232 0.8742
C 0.1771 -0.2506 0.7556
O 1.3475 -2.0306 0.0308
C 1.5304 -0.7330 0.2930
C 2.1341 0.0982 -0.8448
H -1.0819 -0.4950 -1.7230
H -0.2642 -1.5491 -0.5652
H -2.0193 -1.1281 -0.3008
H -0.2802 1.3343 -0.5827
H -2.3374 0.4910 1.5736
H -2.7116 1.5270 0.1827
H -1.6086 2.1039 1.4459
H -0.1960 -0.8184 1.6098
H 2.1516 -0.5273 1.2094
H 1.5133 0.0252 -1.7463
H 3.1093 -0.3310 -1.0885
H 2.2684 1.1564 -0.5817

Results
- ΔE to the lowest compared entry with this formula, charge and spin: 94.47 kcal/mol
- Highest occupied orbital energy (spin up / spin down): -7.85 / -7.85 eV
- E_tot: -8460.2575 eV
- Spin multiplicity: 1
- Orbital gap (spin up / spin down): 0.2894 / 0.2893 Ha

Density functional theory data (ωB97M-V/def2-TZVPD) for a 4-piece molecular cluster, C44H75F10N6O7Si overall.

Geometry (Å):
C -0.6881 -5.1597 4.0549
C -1.0408 -4.4901 3.1199
C -1.4470 -3.6598 1.8776
C -1.5032 -4.4862 0.5525
C -2.5442 -5.5528 0.4094
C -3.6049 -6.0021 1.4633
F -3.8184 -5.1568 2.5376
F -3.2414 -7.2788 1.9469
C -5.0112 -6.1429 0.6975
C -6.2538 -5.6647 1.5607
Si -6.7157 -3.8329 1.1585
C -5.1318 -2.7231 1.1281
C -8.0442 -3.1814 2.3626
C -7.4175 -3.7103 -0.6343
C -7.8049 -2.3170 -1.0631
C -8.3622 -2.1129 -2.4131
C -8.5159 -3.2866 -3.3308
C -8.1102 -4.6353 -2.8921
C -7.5432 -4.8727 -1.5381
C -2.5645 -6.3241 -0.8788
C -1.5287 -5.8870 -1.8968
C -1.4961 -6.6169 -3.3065
N -1.5696 -5.5024 -4.3106
N -0.6236 -4.9082 -1.6823
N -0.6531 -4.3078 -0.5157
C 0.4185 -3.2653 -0.3436
C -0.2172 -1.8662 -0.7458
O 0.3713 -0.7576 -0.0551
C -0.2388 0.4701 -0.4972
C -0.5930 1.2900 0.8078
F -1.0192 2.5585 0.4327
F -1.7289 0.6586 1.3666
C 0.5565 1.3260 1.9000
F 0.1784 2.3201 2.8154
F 0.6170 0.1512 2.6596
C 1.9819 1.7522 1.3479
F 1.9195 2.5547 0.2087
F 2.5529 2.5682 2.3351
C 3.0041 0.5477 1.1230
F 4.0534 0.6709 2.0397
F 3.5671 0.6739 -0.1502
H -0.1510 -5.5519 4.9519
H -2.5048 -3.2852 2.0617
H -0.8012 -2.7448 1.8615
H -5.1315 -7.2252 0.3964
H -5.0225 -5.5140 -0.2500
H -6.1833 -5.8720 2.6617
H -7.1477 -6.2659 1.1882
H -5.3458 -1.7360 0.6316
H -4.7372 -2.5560 2.1834
H -4.2802 -3.2539 0.5871
H -7.5891 -2.3374 2.9583
H -8.8940 -2.7749 1.7468
H -8.3830 -4.0484 2.9948
H -7.6708 -1.4499 -0.3695
H -8.6672 -1.0750 -2.6972
H -8.9309 -3.1890 -4.3810
H -8.2394 -5.5162 -3.5767
H -7.2196 -5.8936 -1.2086
H -3.2966 -7.1469 -1.0753
H -0.5115 -7.1418 -3.4632
H -2.3896 -7.2980 -3.3983
H -1.5185 -5.8774 -5.2624
H -0.7182 -4.9300 -4.2066
H 1.2456 -3.4803 -1.0750
H 0.8674 -3.2829 0.6844
H -0.0180 -1.7096 -1.8561
H -1.3513 -1.8457 -0.6494
H 0.4297 1.1061 -1.1407
H -1.2168 0.3057 -1.0414
H 2.5513 -0.4746 1.1920
C 6.0683 2.3068 0.6908
O 6.9554 3.3839 0.4443
C 7.0862 4.2817 1.5457
C 8.4629 4.1584 2.1878
N 8.6148 2.8839 2.8865
C 9.9912 2.5777 3.2819
C 11.0385 2.4291 2.1710
O 10.8531 1.2871 1.3447
C 9.9140 1.4562 0.2967
H 5.8858 1.7972 -0.2564
H 6.5100 1.5850 1.3845
H 5.1110 2.6622 1.0777
H 6.2864 4.1464 2.2822
H 6.9884 5.2914 1.1357
H 8.6083 4.9776 2.8962
H 9.2079 4.2630 1.3888
H 8.2871 2.1364 2.2871
H 9.9538 1.6336 3.8333
H 10.3301 3.3412 3.9905
H 12.0058 2.2817 2.6610
H 11.1476 3.3354 1.5651
H 9.8999 2.4786 -0.0904
H 8.9163 1.1587 0.6301
H 10.1932 0.7856 -0.5175
C 7.4940 4.8513 6.1929
O 8.4809 5.8474 5.9777
C 8.1418 6.7789 4.9525
C 7.8324 8.1493 5.5436
N 6.5784 8.1364 6.2933
C 6.3604 9.3272 7.1171
C 7.3678 9.6169 8.2374
O 7.3378 8.6787 9.3043
C 8.0843 7.4948 9.0784
H 7.9236 4.0876 6.8431
H 6.6156 5.2688 6.6948
H 7.1996 4.3742 5.2542
H 7.3196 6.4176 4.3248
H 9.0262 6.8724 4.3145
H 7.7649 8.8859 4.7381
H 8.6764 8.4257 6.1881
H 6.5646 7.3272 6.9020
H 5.3747 9.2110 7.5771
H 6.2985 10.2012 6.4600
H 7.0840 10.5755 8.6827
H 8.3896 9.7529 7.8661
H 8.9738 7.6722 8.4680
H 7.4519 6.7294 8.6212
H 8.4052 7.1087 10.0471
C -7.9688 1.4788 -9.2734
O -8.1439 0.3452 -10.1064
C -6.9219 -0.2959 -10.4677
C -6.7917 -1.6472 -9.7745
N -6.5770 -1.4924 -8.3367
C -6.7246 -2.7317 -7.5727
C -8.0928 -3.4262 -7.5911
O -9.1206 -2.7056 -6.9236
C -9.7367 -1.6911 -7.7024
H -8.9231 2.0045 -9.2161
H -7.6835 1.1826 -8.2591
H -7.2253 2.1647 -9.6869
H -6.0520 0.3403 -10.2731
H -6.9688 -0.4677 -11.5469
H -5.9528 -2.1987 -10.2079
H -7.7113 -2.2097 -9.9796
H -7.2403 -0.8189 -7.9733
H -6.4895 -2.4860 -6.5324
H -5.9610 -3.4424 -7.9072
H -7.9835 -4.3631 -7.0351
H -8.4102 -3.7145 -8.5989
H -9.7826 -1.9492 -8.7633
H -9.2195 -0.7390 -7.5611
H -10.7561 -1.5584 -7.3375

Results
- Highest occupied orbital energy: -9.48 eV
- E_tot: -105152.7630 eV
- Spin multiplicity: 1
- Orbital gap: 0.1660 Ha
- Net charge: +1

Density functional theory data (ωB97M-V/def2-TZVPD) for a 2-piece molecular cluster, C4H9N2 overall.

Geometry (Å):
C -1.0035 0.1405 0.0959
C 1.9147 -0.0376 -0.7729
C 1.1437 -0.5846 0.2977
C -1.9425 -0.9198 -0.1159
N -1.0258 1.4113 0.2072
N 1.7424 0.6355 0.5171
H 2.8173 -0.4595 -0.9577
H 1.5750 0.6166 -1.4969
H 0.9846 -1.4314 0.7887
H -1.7046 -1.5804 -0.9195
H -3.0372 -0.5567 -0.0655
H -1.9687 -1.8148 0.6949
H -1.8414 1.9047 0.4404
H 2.5461 0.7930 1.0965
H -0.2003 1.8830 0.1900

Results
- ΔE to the lowest compared entry with this formula, charge and spin: 124.12 kcal/mol
- Highest occupied orbital energy: -13.57 eV
- E_tot: -7262.7595 eV
- Spin multiplicity: 1
- Orbital gap: 0.3524 Ha
- Net charge: +1

Density functional theory data (ωB97M-V/def2-TZVPD) for a 2-piece molecular cluster, C2H4N2O2 overall.

Geometry (Å):
O 1.3583 0.4276 -0.5172
N 1.3594 0.7570 -1.6937
O 0.9100 1.7431 -2.1669
H 1.6758 0.0730 -2.3589
C -0.2735 -1.0983 1.6105
C -1.1492 -0.3921 0.9570
N -1.9270 0.2113 0.2359
H -0.4798 -1.7515 2.4852
H 0.6797 -1.1244 1.1983
H -2.1538 1.1545 0.2498

Results
- ΔE to the lowest compared entry with this formula, charge and spin: 137.67 kcal/mol
- Highest occupied orbital energy: -8.71 eV
- SMILES string: O=[NH+][O-].C=C=N
- E_tot: -9209.2530 eV
- Spin multiplicity: 1
- Orbital gap: 0.3188 Ha